Computed, not measured: 9 unconnected molecules or ions with the total composition C57H139N9O17 at a distorted geometry, with the ωB97M-V functional and the def2-TZVPD basis.

```
222
Properties=species:S:1:pos:R:3:forces:R:3:lowdin_charge:R:1
C -23.921824 -29.631090 -10.189987 0.67 0.65 0.57 -0.019
C -23.062228 -30.542181 -9.268710 -0.07 -0.52 0.01 -0.501
C -23.844381 -30.832380 -7.984632 -0.59 0.58 0.19 -0.036
C -22.824636 -31.891977 -9.943594 0.20 -0.19 -1.04 -0.141
C -21.679130 -31.896073 -10.946728 0.98 0.04 0.79 -0.171
C -20.380529 -31.563000 -10.198072 -1.49 0.78 0.09 -0.123
C -20.505214 -30.140134 -9.567134 0.09 -0.15 -0.68 -0.516
C -19.354989 -30.029704 -8.590187 0.81 -0.58 0.82 -0.039
C -20.421902 -29.093291 -10.672201 0.53 0.71 -0.41 -0.034
N -21.768462 -30.001218 -8.819142 0.04 -0.85 0.29 -0.103
O -21.939137 -28.715371 -8.263424 0.13 0.04 -0.53 -0.011
H -24.314676 -28.817921 -9.574346 -0.33 -0.10 -0.08 0.078
H -23.362303 -29.118531 -10.975892 0.12 -0.34 -0.13 0.067
H -24.736537 -30.181623 -10.652090 -0.09 -0.02 0.13 0.086
H -23.251551 -31.305556 -7.206735 0.26 -0.21 -0.30 0.048
H -24.184096 -29.894008 -7.539367 -0.19 -0.05 -0.07 0.080
H -24.701035 -31.479979 -8.179833 -0.10 0.11 -0.03 0.093
H -22.692839 -32.651772 -9.172112 0.09 -0.14 -0.13 0.100
H -23.663996 -32.160481 -10.590625 -0.54 -0.01 0.72 0.120
H -21.557496 -32.889916 -11.380464 -0.27 0.09 -0.29 0.113
H -21.884135 -31.148922 -11.715252 0.06 -0.21 -0.24 0.107
H -19.507461 -31.568327 -10.846398 0.12 -0.09 0.09 0.118
H -20.304339 -32.314185 -9.409234 0.40 0.05 0.09 0.110
H -19.557137 -30.728199 -7.771004 -0.18 0.26 0.13 0.075
H -19.108936 -29.059244 -8.159190 -0.45 0.15 -0.16 0.084
H -18.417645 -30.429738 -8.991641 -0.11 0.23 -0.46 0.086
H -21.289109 -29.079155 -11.332458 -0.10 -0.01 0.18 0.064
H -19.563514 -29.194221 -11.343726 0.10 -0.35 0.22 0.091
H -20.282131 -28.100130 -10.234276 -0.26 0.01 -0.01 0.084
H -22.169804 -28.147006 -9.019792 0.06 0.11 0.27 0.089
C -31.488273 -21.849753 -1.184777 -0.75 0.14 -0.43 -0.115
O -31.075024 -22.855802 -2.077261 0.10 -0.29 -0.13 -0.211
C -31.928975 -23.002360 -3.216162 0.13 0.83 0.78 -0.221
C -31.600807 -24.304643 -3.863207 0.03 -1.27 -1.29 -0.219
N -31.774986 -25.445817 -2.915912 1.06 1.68 -0.41 -0.039
C -31.182998 -26.656829 -3.478069 -0.44 -1.23 0.49 -0.213
C -29.831537 -27.113748 -2.971358 0.78 0.08 -0.16 -0.227
O -28.828174 -26.658084 -3.864811 0.17 0.52 0.04 -0.197
C -27.554334 -27.214374 -3.599295 -0.70 -0.10 0.24 -0.110
H -30.599734 -21.482055 -0.683585 -0.12 0.10 0.23 0.087
H -32.266489 -22.195068 -0.492771 0.37 -0.32 0.26 0.089
H -32.013616 -21.043695 -1.715511 0.50 0.23 -0.13 0.083
H -31.752457 -22.129750 -3.854823 -0.01 -0.21 -0.36 0.125
H -32.964546 -22.920985 -2.868401 -0.12 -0.42 -0.15 0.124
H -30.586737 -24.338180 -4.293323 0.23 0.49 0.54 0.120
H -32.163599 -24.490306 -4.787625 -0.62 0.24 0.39 0.120
H -31.141703 -25.062664 -2.206969 -0.37 -0.84 0.52 0.091
H -31.116018 -26.614654 -4.566378 -0.12 0.07 -0.01 0.120
H -31.828626 -27.507150 -3.223199 -0.31 0.23 -0.22 0.110
H -29.758384 -28.211358 -2.929110 -0.28 -0.03 -0.13 0.100
H -29.645290 -26.784753 -1.936343 0.04 0.23 -0.09 0.127
H -26.841446 -26.850553 -4.333379 -0.11 0.03 -0.12 0.081
H -27.660290 -28.303305 -3.672176 0.44 -0.08 0.09 0.087
H -27.214438 -26.930500 -2.597069 0.11 -0.11 0.04 0.087
C -18.852037 -19.295479 -2.264765 1.05 0.05 0.96 -0.114
O -19.015081 -20.694445 -2.259149 -0.87 0.02 -0.25 -0.183
C -18.731115 -21.284735 -3.499472 0.97 -0.62 -1.08 -0.248
C -19.487392 -22.599869 -3.676140 -0.37 0.62 1.06 -0.204
N -20.922490 -22.367776 -3.609255 0.21 -0.21 -0.27 -0.058
C -21.677671 -23.518232 -3.203044 -1.79 -0.04 -0.51 -0.222
C -23.195369 -23.289597 -3.351949 0.44 -0.34 0.60 -0.210
O -23.645079 -22.609967 -2.191657 0.19 0.12 0.39 -0.196
C -24.986147 -22.856330 -1.883381 -0.73 -0.24 -0.11 -0.132
H -19.370393 -18.759718 -3.061980 -0.10 -0.24 -0.11 0.089
H -17.773522 -19.076098 -2.283519 -0.11 0.21 -0.41 0.090
H -19.168004 -18.926892 -1.287762 -0.34 -0.06 -0.13 0.087
H -17.660152 -21.523719 -3.572378 0.08 0.02 0.18 0.121
H -18.885311 -20.596294 -4.337980 -0.52 0.10 0.10 0.119
H -19.140467 -23.232832 -2.845472 -0.09 -0.16 0.00 0.118
H -19.264408 -23.132072 -4.602150 0.32 0.28 -0.10 0.119
H -21.158473 -21.543863 -3.074364 0.14 -0.13 0.28 0.114
H -21.606382 -23.863421 -2.160973 0.63 0.15 0.08 0.114
H -21.470548 -24.377345 -3.849003 0.43 0.12 -0.06 0.117
H -23.655660 -24.284305 -3.368877 -0.20 0.10 -0.17 0.091
H -23.463950 -22.724173 -4.248175 0.08 -0.08 -0.11 0.127
H -25.638377 -22.512185 -2.694975 -0.11 0.06 0.11 0.090
H -25.276517 -22.376915 -0.948902 0.31 0.41 -0.12 0.087
H -25.218494 -23.917409 -1.707604 0.34 -0.13 -0.28 0.080
C -24.202354 -33.435027 -1.638745 -0.35 0.08 -0.45 -0.108
O -23.586304 -32.240883 -2.098041 -0.03 -0.22 0.68 -0.192
C -23.701708 -32.145039 -3.505460 1.07 0.81 0.57 -0.206
C -23.041732 -30.834634 -3.946814 -1.08 -0.65 -0.15 -0.192
N -23.889502 -29.694775 -3.596548 0.27 -0.33 -0.38 -0.026
C -23.183848 -28.444921 -3.850391 0.70 0.11 0.96 -0.210
C -23.799650 -27.271502 -3.107723 -0.53 -0.78 0.38 -0.192
O -23.815800 -27.450238 -1.692186 0.27 -0.32 -0.11 -0.202
C -22.532506 -27.374296 -1.105907 -0.27 0.09 1.09 -0.094
H -25.270681 -33.417447 -1.870394 -0.04 0.08 0.02 0.068
H -24.109122 -33.573892 -0.562937 0.41 0.36 0.01 0.068
H -23.778874 -34.294427 -2.162447 -0.01 -0.13 0.10 0.081
H -24.762732 -32.180433 -3.761242 0.05 -0.12 -0.47 0.131
H -23.096022 -32.938125 -3.952116 -0.31 -0.31 -0.09 0.096
H -22.940627 -30.958400 -5.028851 0.13 0.52 -0.06 0.101
H -22.045745 -30.738536 -3.492469 0.07 -0.21 -0.07 0.121
H -24.070278 -29.834321 -2.604958 -0.06 0.58 0.01 0.080
H -23.109435 -28.221297 -4.916538 -0.22 -0.13 -0.05 0.125
H -22.148009 -28.531824 -3.479105 0.11 0.01 -0.29 0.102
H -24.861903 -27.288948 -3.357383 0.08 0.65 -0.21 0.098
H -23.275395 -26.336105 -3.320968 -0.21 0.01 -0.37 0.100
H -21.837352 -28.144258 -1.445470 0.10 0.20 -0.38 0.085
H -22.647256 -27.560682 -0.033926 -0.26 -0.06 -0.04 0.076
H -22.136740 -26.355105 -1.164684 0.29 -0.08 -0.43 0.086
C -23.275556 -32.645216 4.620950 -0.25 -0.50 0.77 -0.125
O -23.204830 -31.464679 3.875252 0.46 -0.02 -0.34 -0.177
C -22.784408 -31.727810 2.543196 0.36 -0.32 0.32 -0.223
C -22.545157 -30.411352 1.825591 -0.24 -1.06 0.34 -0.190
N -23.783825 -29.699130 1.556375 -0.83 -0.34 -0.65 -0.030
C -24.480526 -30.243076 0.385964 -0.08 1.47 -1.16 -0.196
C -25.744139 -29.453238 0.068589 -0.46 -0.23 0.13 -0.206
O -26.871817 -30.051998 0.690625 -0.05 -0.52 0.46 -0.200
C -28.080278 -29.430353 0.349787 0.47 1.10 0.07 -0.127
H -23.551528 -32.395693 5.646250 -0.29 0.15 -0.14 0.088
H -22.339957 -33.210067 4.736554 0.27 0.34 -0.48 0.089
H -24.007713 -33.339603 4.199814 -0.19 -0.01 0.00 0.081
H -23.526897 -32.361162 2.040832 -0.25 0.20 -0.13 0.112
H -21.875471 -32.347149 2.545240 0.16 0.20 0.14 0.122
H -22.044175 -30.687766 0.892870 -0.16 0.35 -0.20 0.119
H -21.824751 -29.835694 2.411501 -0.24 0.24 0.06 0.104
H -24.483001 -29.820415 2.285684 0.66 0.11 0.63 0.115
H -24.749446 -31.303489 0.358589 0.24 -0.15 0.32 0.110
H -23.869924 -30.021777 -0.494216 0.39 -0.42 0.15 0.092
H -25.926401 -29.454474 -1.013004 0.12 0.07 -0.10 0.115
H -25.659772 -28.415093 0.405835 0.17 0.07 -0.09 0.120
H -28.894451 -29.847266 0.934547 -0.04 -0.41 -0.24 0.087
H -28.234414 -29.446345 -0.737248 -0.31 -0.32 0.03 0.074
H -28.047315 -28.361263 0.619651 0.04 -0.03 -0.01 0.090
C -23.320610 -24.126059 1.181774 0.63 0.46 -0.14 -0.111
O -22.785108 -25.041270 2.105872 0.07 -0.28 0.07 -0.190
C -23.744765 -25.909057 2.669354 -0.43 -0.21 0.64 -0.229
C -23.035026 -27.046182 3.378704 1.28 0.42 -0.99 -0.226
N -22.185177 -26.548116 4.468665 -0.18 -0.19 0.53 -0.059
C -21.463170 -27.683596 5.079177 0.25 0.25 -1.28 -0.209
C -20.447426 -27.258957 6.135012 -1.14 -0.16 -0.56 -0.244
O -19.875166 -28.421322 6.671506 0.10 -0.16 0.30 -0.200
C -19.335938 -28.235417 7.976504 -0.49 0.61 -0.92 -0.100
H -22.499088 -23.844691 0.519847 -0.10 -0.05 -0.13 0.083
H -23.636934 -23.192572 1.660402 -0.31 -0.15 0.12 0.091
H -24.130912 -24.547290 0.579905 -0.03 -0.07 0.08 0.077
H -24.375375 -26.293255 1.860664 -0.14 -0.17 0.11 0.109
H -24.360985 -25.398620 3.420597 -0.13 0.26 -0.21 0.126
H -22.355039 -27.439047 2.603672 -0.22 -0.48 -0.02 0.100
H -23.682682 -27.866775 3.674862 -0.23 0.22 0.23 0.115
H -21.465843 -26.028927 3.970977 -0.16 0.41 0.28 0.103
H -20.932437 -28.126300 4.219269 0.18 -0.70 0.48 0.113
H -22.170467 -28.413911 5.471340 0.03 0.05 0.12 0.124
H -21.027723 -26.702917 6.880866 0.38 0.19 0.18 0.124
H -19.695738 -26.632422 5.642569 0.11 0.23 0.34 0.126
H -20.134712 -27.945705 8.670397 0.04 -0.36 0.14 0.085
H -18.648129 -27.380480 7.953476 0.36 -0.35 0.17 0.086
H -18.870656 -29.185341 8.217428 0.15 0.19 0.38 0.087
C -29.045398 -31.777373 -2.941832 -0.25 0.27 0.99 -0.095
O -29.906855 -32.699867 -2.294396 0.10 0.19 -0.37 -0.185
C -30.155240 -32.386748 -0.946263 -0.33 -0.57 0.64 -0.225
C -29.081770 -32.883464 -0.004467 1.86 0.28 -0.25 -0.229
N -28.633665 -34.234431 -0.314589 0.18 -0.50 0.77 -0.063
C -27.977098 -34.904903 0.832262 -0.96 0.33 -1.05 -0.188
C -26.683797 -34.221636 1.225428 0.06 -0.18 -0.09 -0.226
O -26.105471 -34.873845 2.341497 0.37 0.05 -0.20 -0.191
C -25.032918 -35.722137 1.957066 -0.46 0.10 0.43 -0.100
H -28.208596 -31.531065 -2.276342 0.30 -0.20 -0.32 0.078
H -29.572953 -30.827512 -3.095081 -0.05 -0.05 -0.33 0.077
H -28.717676 -32.215000 -3.878314 0.07 0.06 -0.04 0.083
H -31.070241 -32.931214 -0.699302 -0.17 0.17 -0.04 0.125
H -30.318767 -31.320364 -0.758314 -0.08 0.09 -0.26 0.114
H -29.269482 -32.679050 1.062810 -0.89 -0.43 -0.06 0.128
H -28.148714 -32.303608 -0.094810 -0.30 0.38 -0.41 0.091
H -29.345790 -34.891816 -0.609562 -0.44 0.58 -0.17 0.112
H -27.848209 -35.912074 0.424403 0.55 -0.14 0.63 0.119
H -28.686407 -34.952274 1.670387 0.35 -0.04 0.27 0.121
H -26.815252 -33.169796 1.477683 -0.29 0.04 0.18 0.118
H -26.006500 -34.217792 0.365621 0.04 -0.14 -0.01 0.093
H -24.682549 -36.186511 2.876489 0.15 -0.08 -0.08 0.089
H -24.225658 -35.142264 1.500660 0.07 -0.08 -0.06 0.075
H -25.385966 -36.498285 1.271616 0.15 -0.03 -0.09 0.089
C -20.230015 -33.023075 -5.306435 0.72 0.22 0.45 -0.118
O -21.184784 -34.025492 -5.496472 -0.33 -0.48 -0.06 -0.189
C -21.771775 -33.980782 -6.793287 1.16 0.82 -0.01 -0.237
C -23.009084 -34.806333 -6.896562 0.20 0.17 -0.36 -0.221
N -24.145294 -34.207189 -6.189140 0.39 -0.70 -1.38 -0.022
C -25.186973 -35.233794 -6.124338 -0.31 1.16 1.77 -0.197
C -26.313537 -34.824583 -5.152615 1.30 -0.25 -0.40 -0.214
O -25.805899 -34.976793 -3.832574 -0.89 -0.72 -0.39 -0.223
C -26.866509 -35.092836 -2.872791 0.63 -0.19 -0.85 -0.099
H -19.302074 -33.175086 -5.871134 -0.19 -0.11 -0.42 0.091
H -19.895943 -33.041010 -4.267494 -0.33 -0.06 0.13 0.077
H -20.615594 -32.022001 -5.523810 -0.11 0.01 -0.10 0.080
H -21.065336 -34.289093 -7.581129 0.21 -0.31 0.32 0.126
H -21.912376 -32.912735 -7.007029 -0.62 -0.11 -0.15 0.091
H -22.816168 -35.846100 -6.589984 0.18 0.10 0.39 0.122
H -23.137525 -34.923741 -7.980738 -0.75 0.32 0.06 0.119
H -23.789165 -34.004655 -5.265076 -0.37 -0.12 0.26 0.066
H -24.720029 -36.110787 -5.661855 -0.43 -0.54 -0.38 0.118
H -25.641128 -35.440081 -7.090846 0.37 0.00 -0.23 0.120
H -27.124431 -35.511676 -5.408701 -0.41 0.13 0.59 0.117
H -26.598376 -33.774683 -5.260500 -0.28 -0.03 -0.44 0.121
H -27.632366 -35.812774 -3.182060 0.12 -0.11 -0.18 0.090
H -27.367639 -34.130544 -2.785485 0.06 0.03 0.70 0.066
H -26.359510 -35.506995 -2.005861 -0.40 0.52 0.50 0.084
C -17.632237 -39.040227 -0.503861 1.23 0.83 1.10 -0.119
O -18.283418 -37.834239 -0.838718 0.04 -0.68 -0.44 -0.189
C -18.907110 -37.923969 -2.103485 -0.47 1.45 -0.37 -0.232
C -19.548815 -36.551197 -2.365225 -0.69 -0.98 0.34 -0.212
N -20.540561 -36.252583 -1.324160 1.00 1.14 -0.51 -0.038
C -21.113903 -34.898773 -1.534107 -0.30 -0.38 1.15 -0.194
C -20.190764 -33.743416 -1.151366 0.14 -0.29 -0.12 -0.221
O -19.771891 -33.994326 0.177182 0.22 -0.25 0.21 -0.201
C -18.609394 -33.301377 0.549746 0.02 0.74 -0.03 -0.113
H -18.275991 -39.899504 -0.315481 -0.25 0.00 -0.52 0.089
H -17.114134 -38.840824 0.441375 -0.25 -0.02 0.07 0.086
H -16.793984 -39.227915 -1.181680 -0.37 -0.43 -0.42 0.087
H -19.640003 -38.733324 -2.105605 -0.13 0.01 -0.06 0.123
H -18.217698 -38.037728 -2.950570 0.40 -0.52 0.33 0.119
H -20.107208 -36.586990 -3.305882 0.35 0.06 -0.16 0.120
H -18.739014 -35.812033 -2.416042 -0.02 0.01 -0.16 0.114
H -19.972596 -36.129736 -0.484193 -0.40 -0.37 0.22 0.092
H -21.922548 -34.887889 -0.798889 -0.32 0.35 -0.37 0.102
H -21.496537 -34.767515 -2.547078 -0.06 -0.11 0.00 0.108
H -20.691944 -32.767489 -1.176256 -0.14 -0.11 -0.30 0.121
H -19.336172 -33.723692 -1.844327 0.12 0.14 0.21 0.105
H -18.314101 -33.558979 1.564726 -0.09 -0.43 -0.07 0.088
H -18.775096 -32.214640 0.578821 -0.10 0.01 -0.20 0.086
H -17.791219 -33.489841 -0.151612 0.09 -0.12 0.07 0.088
```
Positions in Å, forces in eV/Å.

Properties
SMILES = CC1(C)CCCC(C)(C)N1O.COCCNCCOC.COCCNCCOC.COCCNCCOC.COCCNCCOC.COCCNCCOC.COCCNCCOC.COCCNCCOC.COCCNCCOC
Total energy = -4026.5593 Ha
Highest occupied orbital energy = -8.5 eV
Multiplicity = 1
Relative energy (zero: lowest compared OMol25 entry of this formula, charge and spin) = 0.0 kJ/mol
F_max = 2.1 eV/A